Entry 1:
Molecular formula: C4H16O4
Method: DFT, ωB97M-V/def2-TZVPD

Computed properties:
2S+1: 1
Calculated total energy in eV: -12592.578
Relative energy (zero: lowest compared OMol25 entry of this formula, charge and spin) in kcal per mole: 121.3
HOMO energy in hartree: -0.328
Gap between HOMO and LUMO in eV: 9.40
E_LUMO in eV: 0.48

Last column: natural (NBO) charge in e.
Element x y z (Å)
C (-2.05207, 0.74621, 0.70081)  -0.275
O (-1.25581, 1.07461, 1.78085)  -0.682
H (-1.81935, -0.21989, 0.25293)  0.183
H (-3.07187, 0.50673, 1.00207)  0.182
H (-1.96880, 1.38930, -0.17532)  0.182
H (-1.89020, 1.48615, 2.37228)  0.491
C (-0.12458, -1.39400, -2.97701)  -0.282
O (1.13292, -1.22295, -2.27252)  -0.655
H (-0.89728, -1.80005, -2.32420)  0.176
H (-0.56793, -0.47631, -3.36354)  0.191
H (-0.11016, -2.03473, -3.85869)  0.189
H (1.73615, -1.90448, -2.57784)  0.500
C (0.67110, -1.20964, 0.77022)  -0.249
O (1.51888, -1.61200, -0.29628)  -0.782
H (1.37159, -0.84859, 1.52327)  0.178
H (-0.04193, -0.43426, 0.49009)  0.141
H (0.10916, -2.06951, 1.13485)  0.144
H (1.02591, -1.54644, -1.11744)  0.448
C (1.32818, 1.82285, 1.35357)  -0.264
O (0.35527, 2.69665, 1.89296)  -0.762
H (1.24453, 1.58052, 0.29414)  0.157
H (2.26126, 2.36173, 1.51808)  0.177
H (1.48160, 0.95411, 1.99376)  0.160
H (-0.43660, 2.15403, 1.88308)  0.453

Forces on atoms 1 to 6 (eV/Å):
-1.29 -1.82 -2.10
-2.08 -1.66 0.77
0.67 -0.20 0.38
-0.31 0.86 0.00
-0.25 0.75 0.41
0.16 -0.03 0.69

***

Entry 2:
Molecular formula: C4H17FeN2O6
Method: DFT, ωB97M-V/def2-TZVPD

Computed properties:
2S+1: 5
Calculated total energy in eV: -54070.066
Relative energy (zero: lowest compared OMol25 entry of this formula, charge and spin) in kcal per mole: 32.7
Charge: +1
HOMO energy (alpha / beta) in hartree: -0.380 / -0.376
Gap between HOMO and LUMO (alpha / beta) in eV: 7.20 / 7.08
E_LUMO (alpha / beta) in eV: -3.14 / -3.14

Last column: natural (NBO) charge in e.
Element x y z (Å)
Fe (0.38155, 0.16236, 0.90619)  1.555
C (-1.30570, 1.86549, 3.30616)  -0.233
O (-0.83104, 0.72018, 2.56153)  -1.007
H (-2.32145, 1.90180, 3.69990)  0.158
H (-0.78600, 1.95309, 4.26027)  0.152
H (-1.24704, 2.80390, 2.75476)  0.135
C (0.50395, -2.63566, -0.17751)  -0.111
C (1.08566, -1.78608, -1.32741)  -0.110
O (1.58761, -0.53148, -0.76397)  -0.761
O (-0.29436, -1.94360, 0.75773)  -0.710
H (1.35668, -3.18452, 0.22215)  0.197
H (-0.12806, -3.46147, -0.50414)  0.206
H (0.28563, -1.54595, -2.02769)  0.172
H (1.81443, -2.36137, -1.89840)  0.209
H (1.99778, -0.07360, -1.50133)  0.498
H (-1.17373, -2.05613, 0.38942)  0.501
C (-1.39554, 0.65886, -1.84446)  0.780
O (-0.87568, 0.61237, -0.72584)  -0.767
N (-0.67663, 0.57929, -2.91414)  -0.792
N (-2.64175, 0.74536, -2.15204)  -0.796
H (-1.14600, 0.44379, -3.79813)  0.401
H (0.31161, 0.40139, -2.80530)  0.390
H (-3.26832, 0.86970, -1.36969)  0.423
H (-3.02488, 0.41350, -3.02565)  0.409
O (2.11487, -0.43457, 2.03166)  -0.969
H (2.38272, 0.02192, 2.82921)  0.515
H (2.80284, -1.08350, 1.88400)  0.501
O (1.28741, 2.02685, 0.57103)  -0.952
H (0.96933, 2.86239, 0.22910)  0.512
H (2.23411, 2.05567, 0.43264)  0.494

Forces on atoms 1 to 6 (eV/Å):
-2.44 1.11 2.43
0.89 -0.76 -0.37
0.28 0.42 -0.78
-0.71 -1.04 -0.65
0.75 0.18 -0.07
0.45 0.18 -0.19

***

Entry 3:
Molecular formula: C4H17N2O2
Method: DFT, ωB97M-V/def2-TZVPD

Computed properties:
2S+1: 2
Calculated total energy in eV: -11493.307
Relative energy (zero: lowest compared OMol25 entry of this formula, charge and spin) in kcal per mole: 73.5
HOMO energy (alpha / beta) in hartree: -0.095 / -0.345
Gap between HOMO and LUMO (alpha / beta) in eV: 3.28 / 9.90
E_LUMO (alpha / beta) in eV: 0.69 / 0.51

Last column: natural (NBO) charge in e.
Element x y z (Å)
N (-1.57092, 0.03704, 0.78255)  -1.042
C (-0.41908, -0.92986, 0.91489)  -0.376
C (0.91523, -0.06400, 0.94262)  -0.254
N (0.88654, 0.78033, -0.28261)  -0.485
C (1.02945, -0.07733, -1.56954)  -0.454
C (1.94066, 1.80591, -0.18460)  -0.446
H (-1.92245, 0.07677, 1.70746)  0.298
H (-2.34029, -0.15401, 0.22161)  0.395
H (-1.47445, 1.07892, 0.43896)  0.430
H (-0.49406, -1.57847, 0.00966)  0.222
H (-0.55822, -1.50858, 1.86589)  0.221
H (1.84401, -0.66985, 0.78708)  0.180
H (1.03167, 0.45731, 1.81497)  0.211
H (2.00048, -0.57403, -1.88641)  0.191
H (0.79085, 0.65073, -2.49995)  0.202
H (0.38956, -0.93742, -1.60575)  0.202
H (2.43955, 2.23534, -1.11787)  0.213
H (2.82216, 1.49430, 0.32298)  0.182
H (1.41124, 2.61948, 0.35879)  0.201
H (-1.17696, -3.99892, -0.07477)  0.473
H (-1.46539, -3.96118, 1.42024)  0.473
O (-1.24309, -3.49830, 0.68292)  -0.974
H (-1.93556, 2.91811, -0.89559)  0.461
H (-0.97005, 1.86118, -1.18657)  0.483
O (-1.93085, 1.93653, -0.96696)  -1.006

Forces on atoms 1 to 6 (eV/Å):
2.18 2.18 0.88
1.26 0.70 -0.70
-0.71 -2.76 -4.09
1.12 -1.21 -2.12
0.57 2.34 -1.50
-0.70 1.49 -0.83

***

Entry 4:
Molecular formula: C4H17N2O2
Method: DFT, ωB97M-V/def2-TZVPD

Computed properties:
2S+1: 1
Calculated total energy in eV: -11483.515
Relative energy (zero: lowest compared OMol25 entry of this formula, charge and spin) in kcal per mole: 239.3
Charge: +1
HOMO energy in hartree: -0.451
Gap between HOMO and LUMO in eV: 3.69
E_LUMO in eV: -8.60

Last column: natural (NBO) charge in e.
Element x y z (Å)
C (4.09515, 0.31381, -0.10336)  -0.583
C (2.50355, 0.78692, -0.18751)  -0.183
C (1.67698, 0.29239, 1.04201)  -0.411
C (0.19453, 0.53579, 0.97199)  -0.213
N (-0.51547, -0.62562, 0.72366)  -0.850
N (1.67936, 0.64420, -1.33685)  -0.524
H (4.14337, -0.79488, -0.04088)  0.236
H (4.59169, 0.52340, -1.10714)  0.247
H (4.67197, 0.81973, 0.74249)  0.269
H (2.79157, 1.88336, -0.02935)  0.336
H (2.17478, 0.83600, 1.93343)  0.283
H (1.80652, -0.83475, 1.27470)  0.263
H (-0.06918, 1.21407, 1.92479)  0.214
H (0.24302, 1.22295, 0.11812)  0.193
H (-0.12163, -1.54679, 0.73458)  0.371
H (-1.48515, -0.67753, 1.00603)  0.429
H (2.21527, 0.66074, -2.21157)  0.396
H (1.91921, -0.44259, -0.82288)  0.274
H (2.26236, -1.80150, -0.21342)  0.247
H (-4.12882, 1.08858, 0.75298)  0.476
H (-3.97715, -0.20995, -0.14872)  0.508
O (-3.56469, 0.36188, 0.56570)  -0.994
H (-5.63605, -1.57871, -1.53740)  0.487
H (-4.26552, -1.85788, -2.14555)  0.479
O (-4.69841, -1.63785, -1.35029)  -0.953

Forces on atoms 1 to 6 (eV/Å):
-0.44 1.01 -1.31
1.84 2.13 2.85
2.85 1.81 1.27
1.16 2.92 1.36
-2.00 -1.42 -0.32
2.24 -3.78 1.27

***

Entry 5:
Molecular formula: C4H17N2O2
Method: DFT, ωB97M-V/def2-TZVPD

Computed properties:
2S+1: 1
Calculated total energy in eV: -11491.249
Relative energy (zero: lowest compared OMol25 entry of this formula, charge and spin) in kcal per mole: 60.9
Charge: +1
HOMO energy in hartree: -0.467
Gap between HOMO and LUMO in eV: 9.72
E_LUMO in eV: -2.99

Last column: natural (NBO) charge in e.
Element x y z (Å)
C (0.32459, 2.04988, 0.92990)  -0.253
N (0.48388, 1.96579, 2.40016)  -0.869
C (0.83049, 0.66999, 0.44817)  -0.291
N (0.28938, 0.29181, -0.92838)  -0.528
C (0.89825, -0.93513, -1.61054)  -0.207
C (1.17629, -2.13502, -0.72480)  -0.642
H (-0.68969, 2.23278, 0.57901)  0.196
H (0.90724, 3.01371, 0.57018)  0.208
H (-0.40293, 2.18773, 2.87650)  0.385
H (1.30239, 2.46928, 2.81866)  0.394
H (1.95534, 0.61567, 0.43296)  0.221
H (0.48597, -0.00313, 1.33628)  0.315
H (-0.68325, 0.13078, -0.79456)  0.456
H (0.35610, 1.14789, -1.54574)  0.428
H (1.94208, -0.52912, -2.01019)  0.220
H (0.27517, -1.20959, -2.45033)  0.237
H (0.36127, -2.37243, -0.16730)  0.212
H (1.42859, -2.94114, -1.47186)  0.250
H (1.87832, -2.14975, 0.10179)  0.241
H (-2.74558, 0.28375, -2.32415)  0.490
H (-3.42719, -0.57236, -1.10954)  0.504
O (-2.60132, -0.40567, -1.67844)  -0.983
H (-1.15658, -2.04576, 1.49806)  0.496
H (-2.05063, -0.80253, 1.46372)  0.479
O (-1.13819, -0.95741, 1.36044)  -0.959

Forces on atoms 1 to 6 (eV/Å):
2.16 1.63 0.22
-0.52 0.73 0.37
1.20 -0.23 1.35
1.20 0.71 0.17
3.44 1.87 0.03
1.43 -0.40 -1.83

***

Entry 6:
Molecular formula: C4H17NO3
Method: DFT, ωB97M-V/def2-TZVPD

Computed properties:
2S+1: 1
Calculated total energy in eV: -12055.446
Relative energy (zero: lowest compared OMol25 entry of this formula, charge and spin) in kcal per mole: 30.0
HOMO energy in hartree: -0.326
Gap between HOMO and LUMO in eV: 9.41
E_LUMO in eV: 0.54

Last column: natural (NBO) charge in e.
Element x y z (Å)
C (-2.52090, 1.32418, 2.06419)  -0.624
C (-1.57080, 0.14183, 1.92534)  -0.400
C (-0.17803, 0.42734, 2.51528)  -0.207
N (0.67933, -0.71613, 2.34333)  -0.646
C (2.13765, -0.56395, 2.38592)  -0.411
H (-2.14647, 2.32861, 1.82220)  0.206
H (-3.29837, 1.27514, 1.29389)  0.217
H (-2.87719, 1.42717, 3.08758)  0.209
H (-1.93509, -0.68260, 2.53914)  0.197
H (-1.34695, -0.15005, 0.90252)  0.205
H (0.31099, 1.30706, 2.06723)  0.181
H (-0.25461, 0.79771, 3.55421)  0.156
H (0.42679, -1.47022, 2.95424)  0.353
H (2.44220, -0.34213, 1.35968)  0.186
H (2.47385, 0.14953, 3.13335)  0.175
H (2.59843, -1.53077, 2.58815)  0.202
O (1.31519, -0.85140, -1.81143)  -0.949
H (0.78673, -1.42683, -1.21346)  0.480
H (1.44947, -0.00609, -1.33238)  0.470
O (3.92596, 1.52546, -4.36034)  -0.942
H (3.51973, 1.36358, -3.48944)  0.470
H (3.21201, 1.37512, -5.01748)  0.472
O (-3.19720, -1.54840, -6.57714)  -0.926
H (-2.37563, -1.96637, -6.76974)  0.463
H (-3.57713, -2.18780, -5.96484)  0.463

Forces on atoms 1 to 6 (eV/Å):
-0.14 0.65 -0.79
1.38 0.93 0.82
0.33 1.05 0.30
0.44 -0.77 0.00
-0.78 -0.27 -0.68
0.86 -0.34 0.09